Record 1
9 unconnected molecules or ions with the total composition C10H35O10, computed with the ωB97M-V functional and the def2-TZVPD basis.

Results
Kohn-Sham gap	9.05	eV
HOMO level	-6.550	eV
LUMO energy	0.0920	Eh
charge	-1
ΔE to the lowest compared entry with this formula, charge and spin	0.0000	eV

Cartesian coordinates (Å):
C 4.426267 13.621824 14.190210
C 5.785524 13.938265 13.591271
O 6.798926 13.469408 14.178961
O 5.809187 14.572515 12.508458
H 3.702164 14.380406 13.888169
H 4.444431 13.501978 15.270584
H 4.024027 12.706124 13.744711
C 3.478023 13.134871 10.595784
O 4.832195 13.256877 10.175110
H 3.474311 12.544958 11.514768
H 3.009452 14.117912 10.711546
H 2.895104 12.615748 9.832936
H 5.253937 13.820707 10.846659
C 5.035137 17.057283 10.201740
O 6.033651 17.053884 11.200697
H 5.273561 17.842859 9.479664
H 4.999469 16.110822 9.654488
H 4.055587 17.314171 10.623007
H 5.867585 16.260707 11.755204
C 0.860644 14.058281 13.425084
O -0.498281 14.441510 13.231378
H 0.950769 13.096817 13.941527
H 1.355954 14.003601 12.461645
H 1.361660 14.795854 14.062531
H -0.950045 14.397701 14.076392
C 6.485588 9.949614 14.295542
O 6.497884 10.876383 15.356805
H 5.715119 10.213099 13.559701
H 7.476148 9.840363 13.847112
H 6.220277 8.961414 14.689099
H 6.731573 11.771034 15.035270
C 9.707025 12.865300 15.755934
O 8.845820 13.949675 16.031897
H 9.151960 11.925249 15.712697
H 10.266786 13.027284 14.828169
H 10.450617 12.802018 16.552752
H 8.096467 13.892375 15.400503
C 9.600658 15.791203 12.918973
O 8.258960 16.064707 13.243236
H 9.869152 16.284664 11.976842
H 10.262271 16.248442 13.660933
H 9.801664 14.719985 12.881016
H 7.732824 15.274500 13.052221
C 2.311543 10.055858 13.889477
O 2.081772 10.497867 12.566398
H 2.235599 10.919525 14.544152
H 1.651292 9.228592 14.177869
H 3.327400 9.649535 13.998532
H 2.335014 9.849338 11.908920
C 8.209089 12.370651 11.128215
O 8.486442 11.929799 12.446038
H 7.198818 12.135725 10.780065
H 8.397232 13.444737 11.035044
H 8.894281 11.843695 10.456372
H 8.051109 12.545068 13.066992

Forces on atoms 1 to 6 (eV/Å):
-0.568 0.164 -0.222
-0.294 -0.456 -0.192
0.173 -0.001 -0.114
0.165 -0.056 0.215
0.149 0.174 0.182
0.124 0.002 0.001

How positive or negative is each atom? The Mulliken charges in e answer that:
1. C -0.7484
2. C 0.5987
3. O -0.2665
4. O -0.5845
5. H 0.2789
6. H 0.4311
7. H -0.2129
8. C -0.2927
9. O -0.5775
10. H -0.0252
11. H 0.2162
12. H 0.3565
13. H 0.2598
14. C -0.5985
15. O -0.5185
16. H 0.2801
17. H 0.2179
18. H 0.2192
19. H 0.4266
20. C -0.1555
21. O -0.5534
22. H 0.1128
23. H 0.0403
24. H 0.2793
25. H 0.2956
26. C -0.3674
27. O -0.5889
28. H 0.0350
29. H 0.1986
30. H 0.3230
31. H 0.3232
32. C -0.4842
33. O -0.6220
34. H 0.1595
35. H 0.1529
36. H 0.3052
37. H 0.4984
38. C -0.5371
39. O -0.5211
40. H 0.2383
41. H 0.2407
42. H 0.1204
43. H 0.2090
44. C -0.4235
45. O -0.4545
46. H 0.1846
47. H 0.3214
48. H 0.1225
49. H 0.2623
50. C -0.5062
51. O -0.5589
52. H 0.1824
53. H 0.1837
54. H 0.3214
55. H 0.2018


Record 2
A molecular structure, C10H36B2FeO12S2, computed with the ωB97M-V functional and the def2-TZVPD basis.

Results
Kohn-Sham gap (spin up / spin down)	5.91 / 5.97	eV
HOMO level (spin up / spin down)	0.337 / 0.277	eV
LUMO energy (spin up / spin down)	0.2295 / 0.2295	Eh
spin multiplicity	6
charge	-3
ΔE to the lowest compared entry with this formula, charge and spin	2.4289	eV

Cartesian coordinates (Å):
Fe -1.328091 1.759067 1.401620
S -0.612098 3.372479 -0.601715
O -0.315523 4.725237 -0.174350
O -1.905601 2.848553 -0.094180
O -0.484773 3.169250 -2.032307
O 0.151363 2.388230 0.225932
S -0.328298 3.432895 3.295326
O 0.582519 4.402309 2.722880
O -1.573035 3.398685 2.484237
O -0.016253 2.044225 2.878557
O -0.531690 3.584777 4.738006
B -0.889346 -0.189330 0.364313
H -1.649328 0.572899 0.048388
H -0.316894 0.226386 1.236360
H -1.377042 -1.185706 0.669741
H -0.165568 -0.363357 -0.510903
B -3.048983 0.968323 2.500708
H -3.108472 1.547526 1.541977
H -2.032180 0.500891 2.596324
H -3.158314 1.678000 3.392647
H -3.853987 0.148696 2.562122
C 2.137666 -0.412995 -3.122838
O 1.787843 0.953618 -3.121460
H 3.213062 -0.479780 -3.357158
H 1.949217 -0.984465 -2.211671
H 1.676178 -0.931400 -3.966025
H 2.277427 1.315063 -2.363548
C 3.350777 2.647373 1.430490
C 3.545195 1.396646 0.578694
C 3.016751 0.110259 1.225234
O 2.804728 1.661227 -0.609770
H 3.586364 3.584293 0.932305
H 4.002758 2.519413 2.304615
H 2.301682 2.643256 1.738249
H 4.602597 1.267282 0.319207
H 3.205152 -0.743174 0.574500
H 1.958462 0.205530 1.473780
H 3.516491 -0.045812 2.188607
H 1.916617 1.930962 -0.274771
C 0.757476 -5.061433 0.327280
C 0.157163 -3.675802 0.623508
C 0.607658 -3.198027 2.019459
O 0.702064 -2.750294 -0.314056
H 0.488454 -5.400947 -0.674966
H 0.334801 -5.742760 1.069518
H 1.845498 -5.088475 0.381423
H -0.923338 -3.594597 0.489189
H 1.696349 -3.138213 2.045459
H 0.207422 -3.817218 2.827793
H 0.243738 -2.188754 2.220083
H 0.332659 -1.853898 -0.162281
C -1.963057 -1.772170 -3.485805
C -2.591228 -0.409850 -3.180859
C -3.695455 -0.457632 -2.110166
O -1.550441 0.408572 -2.649613
H -1.234188 -1.653767 -4.289225
H -2.702983 -2.507949 -3.831619
H -1.461492 -2.265306 -2.650612
H -2.942594 0.014289 -4.123567
H -4.015149 0.561255 -1.903281
H -3.389664 -0.984834 -1.207967
H -4.519101 -1.029459 -2.560857
H -1.271950 -0.060036 -1.842943

Forces on atoms 1 to 6 (eV/Å):
0.685 1.408 0.952
0.321 1.146 -0.800
-0.221 0.057 -0.421
-3.837 1.068 -0.991
0.209 0.071 0.142
3.900 -0.859 -0.068

How positive or negative is each atom? The Mulliken charges in e answer that:
1. Fe -0.1216
2. S 1.5273
3. O -0.7740
4. O -0.6847
5. O -0.7411
6. O -0.6377
7. S 1.1557
8. O -0.6558
9. O -0.6033
10. O -0.6492
11. O -0.7792
12. B 1.9860
13. H 0.6160
14. H 0.1655
15. H -0.4616
16. H -0.7741
17. B 1.3018
18. H -0.2683
19. H -0.2141
20. H -0.2935
21. H -0.4038
22. C -0.6100
23. O -0.4961
24. H 0.3924
25. H 0.0782
26. H 0.2178
27. H 0.4753
28. C -1.0695
29. C 0.2050
30. C -0.7680
31. O -0.6041
32. H 0.3141
33. H 0.3775
34. H 0.1275
35. H 0.3248
36. H 0.2509
37. H -0.1168
38. H 0.4512
39. H 0.2542
40. C -1.5658
41. C 0.8029
42. C -1.0752
43. O -0.5610
44. H 0.3848
45. H 0.3959
46. H 0.3198
47. H 0.1834
48. H 0.2417
49. H 0.3894
50. H 0.1265
51. H -0.5029
52. C -1.1164
53. C 0.4728
54. C -1.1694
55. O -0.4361
56. H 0.2499
57. H 0.4167
58. H 0.1259
59. H 0.3119
60. H 0.2585
61. H 0.1857
62. H 0.4956
63. H -0.4293


Record 3
A molecular structure, C10H36FHfN18O12, computed with the ωB97M-V functional and the def2-TZVPD basis.

Results
Kohn-Sham gap	4.65	eV
HOMO level	-11.061	eV
LUMO energy	-0.2357	Eh
charge	+1

Cartesian coordinates (Å):
Hf -4.013610 25.270030 14.371570
F -3.813900 23.812260 16.317800
C -2.350230 23.863200 12.653770
O -2.042660 24.973480 13.148260
O -2.746630 23.321330 13.721830
O -3.454400 24.224830 12.220950
C -0.429820 27.400370 10.751580
O 0.066080 28.284720 10.074340
N 0.188020 26.908270 11.774830
N -1.657060 26.929620 10.740610
H -0.258800 26.150890 12.271660
H 1.187920 27.045190 11.735220
H -2.048140 26.324220 11.448170
H -2.283670 27.104280 9.967980
C -2.180720 19.855700 12.374560
O -1.934730 20.787050 11.599840
N -2.289900 19.882220 13.630290
N -2.631130 18.726680 11.902510
H -1.868860 20.673880 14.095160
H -2.543340 19.094420 14.209280
H -2.764440 18.770390 10.902310
H -2.617800 17.889470 12.467320
C 1.193580 24.302640 14.897320
O 2.356890 24.230360 15.244810
N 0.274900 23.548100 15.480720
N 0.755820 24.931990 13.821460
H -0.580590 23.465500 14.950230
H 0.558510 22.815120 16.115070
H 1.408870 25.574610 13.396410
H -0.227250 24.975660 13.593950
C -2.247420 20.969260 17.770610
O -1.841780 20.001420 18.374180
N -2.112370 21.185950 16.566440
N -3.110430 21.823140 18.183870
H -1.397100 20.781510 15.979140
H -2.840600 21.806130 16.242160
H -3.274020 21.839070 19.180410
H -3.431300 22.587490 17.606890
C -5.544440 22.948450 9.214300
O -6.003150 22.588030 8.159170
N -5.443990 24.201000 9.564010
N -5.089380 22.204150 10.177080
H -5.691790 24.814940 8.801280
H -4.793860 24.269660 10.333900
H -5.044250 21.199940 10.078920
H -4.597810 22.733090 10.883250
C -6.166390 22.589290 14.123290
O -5.882980 23.729360 14.308020
N -5.333920 21.715380 13.682080
N -7.248970 22.014400 14.481520
H -4.346410 21.926100 13.659350
H -5.748120 20.860820 13.338180
H -8.028180 22.651040 14.568840
H -7.499220 21.035890 14.479990
C -6.589090 26.118780 11.973170
O -5.755330 25.937050 12.836990
N -6.463150 26.805550 10.898650
N -7.804990 25.861960 12.117970
H -7.263260 26.968990 10.304330
H -5.518230 27.102320 10.700750
H -8.493840 26.227150 11.475930
H -8.190800 25.213150 12.789000
C -3.346420 28.563950 13.310610
O -3.394730 27.347280 13.593310
N -2.287520 29.175590 12.756210
N -4.239970 29.482910 13.653840
H -2.381840 30.162860 12.565170
H -1.410300 28.767460 12.466370
H -4.229240 30.366230 13.164210
H -5.007650 29.290850 14.281420
C -0.881760 24.105900 8.441330
O 0.279290 24.138690 8.815570
N -1.785880 23.592470 9.201440
N -1.289560 24.765760 7.411500
H -2.769190 23.750260 9.033200
H -1.523670 23.197090 10.093080
H -2.267100 24.986480 7.285760
H -0.659090 25.124460 6.708690

Forces on atoms 1 to 6 (eV/Å):
2.442 -6.183 -4.902
-0.438 3.057 -2.881
-8.309 3.508 6.855
10.721 11.246 2.038
1.352 -11.010 7.346
-8.599 -0.674 -12.296

How positive or negative is each atom? The Mulliken charges in e answer that:
1. Hf 2.1867
2. F -0.9408
3. C -0.0319
4. O -0.5157
5. O 0.4157
6. O 0.9782
7. C 0.0691
8. O -0.7093
9. N -0.1819
10. N 0.1608
11. H 0.6654
12. H 0.1775
13. H -0.2515
14. H 0.1456
15. C 0.6547
16. O -0.6444
17. N -0.2048
18. N -0.4797
19. H -0.0019
20. H 0.2036
21. H 0.2573
22. H 0.1781
23. C 0.4301
24. O -0.6904
25. N -0.2636
26. N -0.1338
27. H -0.0177
28. H 0.2159
29. H 0.0374
30. H 0.0721
31. C 0.6563
32. O -0.7221
33. N 0.0911
34. N -0.3054
35. H 0.1408
36. H -0.2286
37. H 0.2051
38. H 0.1992
39. C 0.4707
40. O -0.7039
41. N -0.1645
42. N -0.0397
43. H 0.2251
44. H -0.1681
45. H 0.1913
46. H -0.1821
47. C 0.6497
48. O -0.7164
49. N -0.2041
50. N -0.4095
51. H -0.0390
52. H 0.2021
53. H 0.2573
54. H 0.1724
55. C 0.6296
56. O -0.7120
57. N -0.3825
58. N -0.4203
59. H 0.1807
60. H 0.2128
61. H 0.1481
62. H 0.1895
63. C 0.6905
64. O -0.9210
65. N -0.2743
66. N -0.4299
67. H 0.1750
68. H 0.1817
69. H 0.1879
70. H 0.2101
71. C 0.6689
72. O -0.6979
73. N -0.0800
74. N -0.3293
75. H 0.1133
76. H -0.0446
77. H 0.1227
78. H 0.2224